Entry 1:
DFT (ωB97M-V/def2-TZVPD) results for a cluster of 2 separate species, C2H8N5O in total at a distorted geometry.

Values from the calculation:
* energy: -429.725071 a.u.
* E_HOMO: -13.4 eV
* frontier orbital gap: 0.3857 hartree
* 2S+1: 1
* total charge: +1

Element x y z (Å)
C (-2.320, -0.126, 0.160)
C (1.534, -0.234, -0.071)
N (-1.631, 0.743, 0.395)
N (-3.170, -1.055, 0.231)
N (2.143, -1.455, -0.375)
N (0.935, 0.437, -0.976)
N (0.449, 1.804, -0.572)
O (1.677, 0.269, 1.126)
H (-0.564, 1.539, -0.063)
H (-3.425, -1.433, 1.107)
H (-3.824, -0.870, -0.473)
H (2.185, -1.928, -1.298)
H (2.804, -1.658, 0.410)
H (0.349, 2.340, -1.476)
H (1.017, 2.123, 0.221)
H (1.842, -0.495, 1.654)

Atomic partial charges in e from the natural (NBO) method, atoms 1 to 6:
1 C 0.580
2 C 0.676
3 N -0.472
4 N -0.805
5 N -0.834
6 N -0.404

Entry 2:
DFT (ωB97M-V/def2-TZVPD) results for a cluster of 2 separate species, C2H8N5O2 in total at a distorted geometry.

Values from the calculation:
* energy: -504.969615 a.u.
* E_HOMO: -14.3 eV
* frontier orbital gap: 0.3613 hartree
* 2S+1: 1
* total charge: +1

Element x y z (Å)
C (1.446, 0.877, -1.452)
C (-1.608, -1.031, 1.053)
N (2.618, 1.346, -1.866)
N (-2.010, -1.477, -0.104)
N (0.613, 1.302, -0.598)
N (-0.705, -0.103, 1.196)
N (1.066, -0.381, -2.160)
O (-0.047, -0.804, -1.956)
O (1.887, -0.864, -2.888)
H (-2.056, -1.468, 1.943)
H (3.027, 2.192, -1.505)
H (3.117, 0.824, -2.577)
H (-2.689, -2.220, -0.178)
H (-1.579, -1.139, -0.962)
H (0.838, 2.184, -0.156)
H (-0.270, 0.403, 0.379)
H (-0.464, 0.211, 2.123)

Atomic partial charges in e from the natural (NBO) method, atoms 1 to 6:
1 C 0.532
2 C 0.391
3 N -0.769
4 N -0.717
5 N -0.738
6 N -0.732

Here are the calculated ΔE to the lowest compared entry with this formula, charge and spin numbers, same order: 37.7, 0.0 (kcal per mole).